1.
Entry from OMol25: an isolated molecule of C7H11N3O2 at a distorted geometry (ωB97M-V with the def2-TZVPD basis set).

Structure (XYZ):
```
23
Properties=species:S:1:pos:R:3:forces:R:3:lowdin_charge:R:1
C 2.4303 1.0055 0.2310 2.3437 1.4156 0.6854 0.0280
C 2.7976 -0.2519 0.0490 -2.9692 -1.4323 -1.5599 -0.3634
C 1.0430 1.1213 0.2561 -2.3185 2.6534 0.9602 -0.4374
C -0.7492 -0.6668 0.3777 2.6459 -1.1580 0.4384 -0.3661
C -1.8616 1.0842 -0.8704 0.3600 1.9781 -2.4008 -0.0918
C -3.1402 -0.7052 0.3568 2.2650 -0.8053 -1.0199 -0.0481
C -1.9021 0.2380 0.3216 0.1561 -1.1627 3.5048 -0.3537
N 1.6211 -0.9792 -0.3168 0.4050 0.6916 0.5800 0.1336
N 0.5468 -0.1417 0.0103 -1.0635 -0.5242 -0.4502 0.0392
N 3.9908 -0.8032 -0.0851 0.8316 -1.8897 0.4689 0.1509
O 0.3352 2.1102 0.5324 0.9539 -1.2424 -0.3174 0.0118
O -0.7803 -1.8263 0.7376 0.1696 0.1443 -0.4961 0.0868
H 3.1966 1.7185 0.4701 -0.4007 0.6614 0.0415 0.1245
H -2.8362 1.1479 -1.2612 -1.5987 0.0684 -0.4867 0.0565
H -1.2787 0.8138 -1.8183 -0.2306 -0.2944 1.7799 0.1308
H -1.6056 2.1124 -0.6644 0.3511 0.1205 0.1544 0.0740
H -3.1224 -1.2078 -0.6523 -0.2532 0.0467 1.1643 0.1102
H -3.9628 -0.0777 0.3776 -1.9555 0.9355 0.3341 0.0476
H -3.0652 -1.4260 1.1933 -0.3383 0.4627 -0.6704 0.0907
H -1.7946 0.7527 1.4233 -0.3956 -0.4392 -2.8129 0.2184
H 1.4344 -1.9216 -0.0677 0.0174 -0.9148 0.5273 0.1258
H 4.7035 -0.2721 -0.5353 0.4568 -0.1352 -0.0770 0.1093
H 3.9993 -1.8250 -0.0651 0.5677 0.8200 -0.3480 0.1224
```
Positions in Å, forces in eV/Å.

* HOMO level: -8.60 eV
* SMILES string: CC(C)C(=O)n1[nH]c(N)cc1=O
* largest force on an atom: 3.70 eV/Å
* relative energy (zero: lowest compared OMol25 entry of this formula, charge and spin): 35.4 kcal/mol
* E_tot: -16001.3225 eV
* gap between HOMO and LUMO: 9.14 eV

---

2.
Entry from OMol25: a cluster of 12 separate species, C4H31N2O13 in total at a distorted geometry (ωB97M-V with the def2-TZVPD basis set).

Structure (XYZ):
```
50
Properties=species:S:1:pos:R:3:forces:R:3:lowdin_charge:R:1
O -1.8260 -1.7742 -3.8401 -0.3317 -0.0895 0.0512 0.0316
C -1.8913 -1.0567 -2.8536 0.5117 -0.2509 -0.2444 -0.4867
N -2.7855 -1.3044 -1.8549 0.9387 0.3281 0.4108 0.0212
C -3.0999 -0.3755 -0.7756 -0.1530 1.2158 -1.1097 -0.0622
C -0.8599 0.0512 -2.6781 -0.2488 0.0189 0.4602 -0.1330
N 0.0152 -0.2839 -1.5474 -0.0088 -0.3515 -0.8754 -0.0362
C 1.0724 0.7178 -1.3079 0.1177 0.2240 1.1209 -0.3478
O 0.5942 1.7688 -0.5758 -0.0355 0.6621 0.7471 -0.3277
H -3.3599 -2.1044 -2.0255 -0.3172 -0.2119 0.0091 0.1261
H -2.9575 0.6422 -1.1691 -0.5265 -0.1522 0.0484 0.0748
H -2.4549 -0.2930 0.1029 -0.1061 -1.0100 0.0067 0.0455
H -4.1592 -0.5162 -0.5778 0.1047 0.2102 0.5788 0.0944
H -0.3014 0.0201 -3.6081 0.1367 0.2029 0.0259 0.1189
H -1.3158 1.0444 -2.5335 -0.0494 -0.1037 -0.1934 0.1149
H -0.5615 -0.2339 -0.7145 0.1990 -0.0608 0.2236 0.0867
H 1.5362 1.0854 -2.2405 -0.2326 -0.4978 -0.1348 0.1240
H 1.8270 0.1662 -0.7172 0.1584 0.0874 -0.2982 0.0988
H -2.2207 3.1644 -0.8720 -0.3194 0.0999 0.3356 0.0152
H -2.9182 3.3586 0.4707 0.1632 -0.3080 -0.2044 0.0236
O -3.1049 3.2373 -0.4705 0.2112 0.1732 -0.2443 -0.0828
H -1.0128 -4.0448 0.8689 -0.0354 0.1432 0.5238 0.0422
H -1.8139 -3.4258 -0.2721 0.3754 -0.5859 0.2053 0.0463
O -1.3291 -4.2380 -0.0122 -0.3661 0.5977 -0.6174 -0.0547
H 0.4425 -3.4950 -0.5784 -0.0426 0.0589 -0.1403 0.0141
H 0.8697 -2.1627 -1.2506 -0.2735 0.5181 -0.0473 0.0239
O 1.2015 -2.9154 -0.7379 0.2322 -0.5291 0.1279 -0.0641
H 1.4343 2.3134 0.9389 0.1989 -0.0238 -0.4639 0.0388
H 2.3013 3.1709 1.9808 -0.2379 0.2046 -0.1748 0.0696
O 2.0375 2.2867 1.7228 -0.2892 -0.0561 0.3107 -0.0621
H -2.4838 -0.6407 1.9548 -0.3944 0.4943 -0.3998 -0.0230
H -1.2329 -0.7052 2.8268 -0.4219 -0.3739 -0.3115 0.0030
O -2.0449 -1.2066 2.5749 0.6635 -0.3432 0.7541 -0.0786
H 3.6097 -0.0534 0.7609 0.2246 -0.2087 -0.0440 -0.0125
H 3.3856 1.3675 1.2492 0.1652 -0.1011 0.1021 -0.0138
O 4.0805 0.6824 1.1743 0.0438 -0.0174 -0.0213 -0.0954
H -0.5107 1.8397 0.6155 -0.4662 -0.4059 -0.0150 -0.0067
H -0.9880 1.0593 1.8667 -0.1216 0.4323 -0.2639 -0.0185
O -1.2516 1.7950 1.2912 0.0612 -0.0950 0.1401 -0.1024
H 3.4907 -0.2891 2.9904 -0.2432 0.2721 -0.0190 0.0279
H 3.0766 -1.6458 2.5714 -0.3011 0.2356 0.3100 0.0213
O 2.8692 -0.9830 3.2661 0.5683 -0.6744 -0.2450 -0.0870
H -0.1446 3.6568 -2.5742 0.1947 -0.0802 0.3553 0.0050
H 0.4030 3.2387 -1.1372 0.0861 -0.0072 -1.2452 -0.0119
O 0.3300 4.0019 -1.8073 -0.2386 0.2118 0.3425 -0.1366
H 0.7635 0.9435 2.5371 0.8423 -0.0673 0.2456 0.0218
H 1.0282 -0.5628 3.0634 0.5039 0.8709 -0.3291 0.0417
O 0.4021 0.0576 2.6435 -0.8996 -0.7200 0.2471 -0.0834
H 2.5125 -2.5457 0.3079 0.3948 0.9004 0.2912 0.0300
H 4.0009 -2.6970 0.2715 0.2426 0.3715 0.2436 0.0575
O 3.3448 -2.1166 0.6816 -0.6786 -1.2084 -0.5755 -0.0917
```
Positions in Å, forces in eV/Å.

* HOMO level: -5.79 eV
* total charge: -1
* largest force on an atom: 1.65 eV/Å
* relative energy (zero: lowest compared OMol25 entry of this formula, charge and spin): 55.9 kcal/mol
* E_tot: -34252.6063 eV
* gap between HOMO and LUMO: 8.46 eV

---

3.
Entry from OMol25: a structure of composition C22H39BrClIrN4OP at a distorted geometry (ωB97M-V with the def2-TZVPD basis set).

Structure (XYZ):
```
70
Properties=species:S:1:pos:R:3:forces:R:3:lowdin_charge:R:1
Ir -0.1554 -0.1084 0.3043 2.2923 0.9760 1.5752 0.8010
C 5.0282 6.2743 -0.0019 -0.0093 -0.2854 -0.0349 -0.0566
C 5.1654 4.7580 -0.1599 0.3195 -0.0529 0.0348 -0.5592
C 5.8023 4.1943 1.1244 -0.0140 0.2175 -0.2025 -0.0423
C 6.0862 4.4699 -1.3562 -0.1241 0.1556 0.2347 -0.0384
C 3.8372 4.0576 -0.3534 -0.3692 -0.4553 -0.1178 -0.1663
C 3.8139 2.6661 -0.4845 0.3360 0.4866 0.0541 -0.0930
C 2.6189 2.0012 -0.5115 -0.9727 0.3759 -0.0213 -0.5493
Br 2.6282 0.0891 -0.6506 -1.0003 0.2463 0.6085 0.8397
C 1.3487 2.6385 -0.4017 2.6578 0.8317 0.0028 -0.4371
O 0.2755 1.9599 -0.2941 -3.3021 -2.1637 0.4197 -0.3055
C 1.3828 4.0808 -0.3967 -0.2232 -1.0164 0.1266 -0.0882
C 2.6049 4.7179 -0.3587 0.5136 -0.1780 -0.0331 0.0353
C 0.0806 4.8592 -0.3859 -0.2441 -0.0074 -0.0226 -0.5337
C -0.6801 4.5238 0.9054 -0.0081 0.0094 -0.1412 -0.0413
C -0.7542 4.4421 -1.6052 -0.0114 0.0021 0.1207 -0.0308
C 0.2850 6.3776 -0.4526 -0.0399 -0.2746 0.0389 -0.0555
H 6.0046 6.7070 0.2020 0.1097 0.0281 -0.0002 0.0872
H 4.3760 6.5286 0.8297 -0.1063 0.0760 0.0978 0.0854
H 4.6464 6.7331 -0.9097 -0.1124 0.1046 -0.1103 0.0896
H 6.7499 4.6921 1.3157 0.1403 0.0413 0.0682 0.0859
H 5.9915 3.1276 1.0403 0.0204 -0.1253 0.0105 0.0753
H 5.1433 4.3635 1.9742 -0.0345 0.0055 0.1192 0.0872
H 7.0298 4.9921 -1.2145 0.1500 0.0169 -0.0639 0.0869
H 5.6274 4.8185 -2.2789 0.0009 0.0307 -0.1100 0.0921
H 6.2954 3.4082 -1.4546 0.0398 -0.1174 -0.0364 0.0757
H 4.7226 2.0900 -0.5446 0.2098 0.0125 0.0293 0.1025
H 2.6059 5.7920 -0.3220 0.0240 0.1626 0.0252 0.0903
H -0.9240 3.4656 0.9267 -0.0312 -0.0447 -0.0007 0.0471
H -1.6041 5.0938 0.9517 -0.1645 0.1013 0.0519 0.0906
H -0.0779 4.7671 1.7796 0.0691 0.0916 0.1317 0.0873
H -0.9892 3.3827 -1.5756 -0.0085 -0.0682 -0.0427 0.0735
H -0.2111 4.6544 -2.5236 0.0266 0.0384 -0.1085 0.0952
H -1.6892 4.9954 -1.6211 -0.1505 0.1210 -0.0338 0.0870
H 0.8199 6.7572 0.4153 0.1133 0.0570 0.0683 0.0861
H -0.6871 6.8641 -0.4711 -0.1307 0.0258 -0.0005 0.0874
H 0.8109 6.6690 -1.3593 0.1098 0.0440 -0.0522 0.0923
C -1.3460 -1.6798 3.7045 0.0374 -0.0319 -0.0522 -0.1510
C -0.1148 -0.7967 3.8880 -0.0728 -0.0859 -0.7757 -0.3620
P -0.1354 0.6147 2.7005 0.2270 -0.2314 -0.7531 0.9497
C -1.5788 1.6264 3.2563 -0.0058 -0.2350 -0.7355 -0.3508
C -1.3651 2.4320 4.5311 0.2036 -0.1633 -0.0338 -0.1189
C 1.4068 1.5804 3.0552 -0.2378 -0.1398 -0.6105 -0.3546
C 1.9677 1.5002 4.4704 -0.1874 -0.1382 -0.0079 -0.1226
H -1.1887 -2.6531 4.1612 -0.0008 -0.0614 0.0951 0.0820
H -1.5437 -1.8323 2.6443 -0.1516 -0.0397 -0.0044 0.0077
H -2.2250 -1.2304 4.1594 -0.0966 -0.0105 -0.0136 0.0740
H 0.7928 -1.3669 3.6772 0.0421 0.0616 0.0691 0.0890
H -0.0627 -0.4198 4.9116 0.1335 0.1769 -0.1368 0.0898
H -2.4072 0.9232 3.3739 0.0316 0.0058 -0.1029 0.0799
H -1.8462 2.2942 2.4367 -0.0104 -0.0675 -0.0553 0.0669
H -1.0789 1.7898 5.3605 0.0416 0.0301 0.1476 0.0682
H -2.2923 2.9311 4.8041 -0.0468 0.0098 -0.0392 0.0869
H -0.6036 3.1953 4.3867 0.0433 0.0444 0.0767 0.0723
H 1.1951 2.6175 2.7815 -0.0100 -0.0485 -0.1701 0.0819
H 2.1574 1.2080 2.3523 -0.0481 0.1112 -0.1100 0.0670
H 1.2506 1.8424 5.2093 -0.0131 0.0015 0.1416 0.0600
H 2.8503 2.1320 4.5424 0.0303 0.0409 -0.0464 0.0859
H 2.2691 0.4846 4.7100 0.0345 -0.0771 0.1158 0.0726
Cl -2.4170 -0.8078 0.0239 1.1553 0.8217 0.3868 0.0170
N -2.1026 -5.9121 1.3639 -0.0681 -0.0132 -0.1021 0.1965
C -1.8472 -4.6623 0.9627 -0.3899 0.0478 -0.2015 -0.4683
N -2.8248 -3.9155 0.4523 -0.1564 -0.0566 0.0031 0.1905
N -0.6132 -4.2267 1.1156 0.4073 -0.5960 0.4392 0.1596
C -0.1324 -3.1013 0.8266 -0.0214 0.1985 0.0168 -0.3485
N 0.4562 -2.1057 0.6412 -1.1274 1.2365 -0.2728 -0.0346
H -2.9922 -6.3481 1.1938 0.0347 0.0172 0.0522 0.1235
H -1.3431 -6.4773 1.7041 0.0065 0.0460 -0.0632 0.1276
H -3.7544 -4.2848 0.3531 -0.0284 -0.0487 0.0437 0.1241
H -2.6988 -2.9187 0.2591 0.1687 -0.2742 0.0139 -0.0447
```
Positions in Å, forces in eV/Å.

* HOMO level (alpha / beta): -9.80 / -9.81 eV
* total charge: +1
* largest force on an atom: 3.97 eV/Å
* relative energy (zero: lowest compared OMol25 entry of this formula, charge and spin): 62.1 kcal/mol
* E_tot: -126142.9324 eV
* gap between HOMO and LUMO (alpha / beta): 5.14 / 5.15 eV